72
Properties=species:S:1:pos:R:3:forces:R:3:lowdin_charge:R:1 method="wB97M-V/def2-TZVPD" homo_lumo_gap_ha=0.2503 total_energy_ha=-3934.0081 max_force_ev_per_a=0.767 charge=-1
Co -0.206 0.597 -0.118 -0.6 -0.2 -0.4 0.64
C 3.235 0.260 -2.273 0.0 -0.1 0.1 -0.19
C 2.183 0.007 -3.341 -0.1 0.0 -0.1 -0.18
C 0.875 -0.586 -2.798 -0.1 0.0 -0.2 -0.17
N 0.125 0.435 -2.080 -0.1 -0.2 0.3 -0.01
C -0.759 1.165 -2.715 0.1 0.3 -0.1 -0.22
C -1.379 0.793 -3.941 0.0 0.0 0.0 -0.01
C -2.147 1.505 -4.826 0.0 0.0 0.0 -0.09
C -2.495 2.857 -4.840 0.0 0.0 0.0 -0.13
C -2.203 3.758 -3.840 0.1 0.0 0.1 -0.10
C -1.609 3.564 -2.598 -0.1 0.0 -0.1 -0.03
C -1.110 2.402 -1.975 0.2 0.0 0.0 -0.21
N -0.781 2.364 -0.696 0.0 0.0 0.2 0.00
C -1.269 3.458 0.133 -0.1 0.0 0.0 -0.21
C -1.189 3.209 1.625 0.1 0.0 0.1 -0.15
C -1.763 1.853 2.041 0.1 0.1 0.0 -0.17
N -0.753 0.890 1.666 -0.2 -0.4 -0.1 -0.03
C 0.048 0.333 2.536 0.2 0.3 0.1 -0.19
C -0.362 0.007 3.851 0.0 0.0 0.0 -0.01
C 0.343 -0.551 4.890 0.0 0.0 0.0 -0.09
C 1.688 -0.906 4.971 -0.1 0.0 0.1 -0.13
C 2.631 -0.744 3.977 0.0 0.0 -0.1 -0.09
C 2.534 -0.228 2.690 0.1 0.0 0.1 -0.01
C 1.418 0.249 1.981 0.0 0.0 -0.1 -0.21
N 1.492 0.774 0.759 0.2 -0.1 0.0 0.01
C 2.824 0.865 0.167 -0.1 0.0 0.0 -0.20
C 2.855 1.373 -1.274 -0.1 0.0 0.0 -0.16
H 4.201 0.469 -2.742 0.0 0.1 0.0 0.10
H 3.351 -0.673 -1.718 0.1 0.0 0.0 0.09
H 2.582 -0.673 -4.100 0.0 -0.1 0.0 0.11
H 1.927 0.939 -3.860 0.1 0.0 0.0 0.11
H 1.063 -1.431 -2.141 0.1 0.1 0.0 0.10
H 0.325 -0.954 -3.664 -0.1 -0.1 0.1 0.10
H -1.280 -0.256 -4.179 0.0 0.0 0.0 0.10
H -2.528 0.919 -5.657 0.0 0.0 0.0 0.10
H -3.049 3.219 -5.697 0.0 0.0 0.0 0.08
H -2.511 4.783 -4.026 0.0 0.0 0.0 0.10
H -1.533 4.462 -2.002 0.0 0.0 0.0 0.08
H -2.323 3.620 -0.126 0.0 0.1 0.0 0.13
H -0.737 4.391 -0.096 0.0 0.0 0.0 0.11
H -1.711 4.026 2.129 -0.1 0.0 0.0 0.11
H -0.146 3.229 1.956 0.0 0.1 0.0 0.11
H -2.725 1.646 1.578 0.0 0.1 0.0 0.09
H -1.895 1.856 3.123 -0.1 -0.1 0.0 0.11
H -1.422 0.145 4.022 0.0 0.0 0.0 0.10
H -0.249 -0.760 5.777 0.0 0.0 0.0 0.10
H 2.024 -1.351 5.900 0.0 0.0 0.0 0.09
H 3.632 -1.073 4.239 0.0 0.0 0.0 0.10
H 3.471 -0.210 2.156 0.0 0.0 0.0 0.09
H 3.263 -0.136 0.186 0.1 0.1 0.0 0.09
H 3.434 1.505 0.816 0.0 0.1 0.0 0.12
H 3.535 2.223 -1.359 0.1 -0.1 0.0 0.10
H 1.866 1.752 -1.521 0.0 0.1 0.0 0.08
I -1.141 -7.654 2.875 0.0 0.0 0.0 0.80
C -0.517 -5.852 2.004 0.0 0.0 0.0 -0.74
C -1.352 -4.747 2.051 0.0 0.0 0.0 -0.14
C -0.934 -3.556 1.473 0.0 0.0 -0.1 0.01
C 0.314 -3.478 0.865 0.0 0.0 0.0 -0.11
C 1.137 -4.595 0.827 0.0 0.0 0.1 -0.02
C 0.726 -5.793 1.392 0.0 0.0 0.0 -0.16
C 0.797 -2.173 0.264 -0.1 0.0 0.1 -0.55
O 1.969 -2.064 -0.093 0.0 0.0 -0.1 0.03
O -0.131 -1.293 0.215 0.2 0.1 0.0 -0.07
H -2.323 -4.809 2.525 0.0 0.0 0.0 0.09
H -1.580 -2.686 1.474 0.0 0.0 0.0 0.10
H 2.107 -4.505 0.355 0.0 0.0 0.0 0.11
H 1.364 -6.666 1.360 0.0 0.0 0.0 0.08
O -4.198 0.930 -0.009 0.1 0.0 0.0 -0.34
Cl -3.462 -0.306 -0.099 -0.3 -0.1 0.2 0.69
O -3.211 -0.829 1.219 0.0 0.0 -0.1 -0.33
O -4.174 -1.254 -0.900 0.1 0.0 0.0 -0.32
O -2.181 -0.037 -0.761 0.3 0.2 -0.2 -0.37

69
Properties=species:S:1:pos:R:3:forces:R:3:nbo_charge:R:1 method="wB97M-V/def2-TZVPD" homo_lumo_gap_ha="0.2357 / 0.2324" total_energy_ha=-5709.0531 max_force_ev_per_a=1.693 charge=+1
Co -0.587 -0.007 0.477 -0.6 0.6 1.5 1.11
C -1.019 3.930 -0.811 0.1 0.0 0.0 -0.27
C -1.280 4.677 0.338 0.0 -0.1 0.1 -0.13
C -1.051 4.100 1.563 0.0 -0.1 -0.1 -0.23
C -0.614 2.767 1.648 0.2 0.1 -0.4 0.38
N -0.450 2.029 0.525 -0.2 -0.8 -0.2 -0.53
C -0.601 2.631 -0.670 0.1 0.2 -0.2 0.06
N -0.288 2.322 2.893 0.0 -0.1 0.6 -0.49
C -0.029 1.099 3.170 0.0 0.4 -0.3 0.46
N -0.136 0.006 2.344 -0.3 -0.2 -1.3 -0.62
C 0.176 -1.127 3.054 -0.2 -0.3 -0.3 0.49
N 0.087 -2.344 2.651 0.4 0.0 0.4 -0.50
C -0.634 -2.709 1.560 -0.4 0.0 -0.4 0.40
C -0.624 -4.072 1.212 -0.1 0.0 0.0 -0.23
C -1.500 -4.547 0.270 0.1 0.0 0.1 -0.12
C -2.428 -3.666 -0.292 -0.1 0.1 0.0 -0.28
C -2.354 -2.340 0.046 -0.2 -0.2 -0.1 0.05
N -1.439 -1.836 0.895 1.1 0.2 -0.4 -0.56
C 0.583 -0.740 4.410 -0.1 0.4 0.2 -0.12
C 0.971 -1.485 5.505 0.1 -0.1 -0.1 -0.15
C 1.196 -0.800 6.695 0.0 0.0 0.0 -0.19
C 1.023 0.578 6.779 0.0 0.0 0.0 -0.18
C 0.627 1.324 5.675 -0.1 0.1 -0.1 -0.18
C 0.411 0.642 4.495 0.2 -0.4 0.1 -0.02
H -1.124 4.361 -1.796 0.0 0.0 0.0 0.23
H -1.622 5.700 0.266 0.0 0.0 0.0 0.24
H -1.170 4.640 2.490 0.0 0.0 0.0 0.25
H -0.361 2.026 -1.532 -0.1 0.0 0.1 0.23
H 0.066 -4.713 1.740 0.0 0.0 0.0 0.25
H -1.499 -5.594 -0.003 0.0 0.0 0.0 0.24
H -3.201 -4.008 -0.967 0.0 0.0 0.0 0.24
H -3.077 -1.636 -0.341 0.1 0.1 -0.1 0.21
H 1.101 -2.557 5.440 0.0 0.0 0.0 0.24
H 1.505 -1.350 7.574 0.0 0.0 0.0 0.23
H 1.195 1.076 7.724 0.0 0.0 0.0 0.23
H 0.476 2.393 5.732 0.0 0.0 0.0 0.24
Se 1.388 -0.689 -0.583 -0.3 -0.1 0.0 0.08
C 3.010 -0.142 0.263 -0.3 0.2 0.3 -0.20
C 4.072 0.215 -0.558 -0.1 0.0 -0.1 -0.28
C 5.275 0.562 0.041 -0.1 -0.1 0.1 0.05
N 5.447 0.581 1.357 0.4 0.1 0.1 -0.40
C 4.425 0.251 2.136 -0.1 -0.1 -0.2 0.04
C 3.183 -0.122 1.640 0.1 0.0 0.1 -0.22
H 3.962 0.215 -1.635 0.1 0.1 0.0 0.23
H 6.134 0.844 -0.557 0.0 0.0 0.0 0.20
H 4.614 0.278 3.203 -0.1 0.0 0.0 0.20
H 2.381 -0.396 2.311 0.2 0.0 0.0 0.20
C -0.595 2.155 -4.236 -0.1 -0.1 -0.1 -0.62
C -1.901 1.493 -4.669 0.2 0.0 0.1 -0.42
C -2.812 1.131 -3.505 0.0 -0.3 0.1 -0.58
S -2.475 -0.305 -2.420 -0.2 0.0 -0.5 1.25
O -1.341 0.085 -1.491 0.6 0.0 0.7 -1.04
C -1.787 -1.546 -3.566 -0.1 0.3 0.2 -0.58
C -0.320 -1.371 -3.922 0.1 -0.1 -0.1 -0.42
C 0.151 -2.506 -4.832 -0.1 0.1 0.1 -0.60
H 0.042 2.348 -5.098 0.0 0.0 0.0 0.23
H -0.037 1.532 -3.535 0.0 0.0 0.0 0.21
H -0.806 3.110 -3.752 0.1 0.0 0.0 0.20
H -1.715 0.620 -5.296 0.0 0.0 0.0 0.21
H -2.462 2.195 -5.289 0.0 0.0 0.0 0.23
H -3.820 0.892 -3.856 0.0 0.1 0.0 0.25
H -2.890 1.961 -2.798 -0.1 0.0 0.1 0.24
H -2.442 -1.529 -4.441 0.0 0.0 0.0 0.24
H -1.942 -2.492 -3.042 0.0 0.0 0.0 0.24
H 0.269 -1.356 -3.006 0.0 0.1 0.0 0.23
H -0.159 -0.424 -4.433 0.0 0.0 0.1 0.21
H 0.091 -3.472 -4.329 0.0 0.0 0.0 0.21
H 1.186 -2.339 -5.126 0.0 -0.1 0.0 0.23
H -0.455 -2.551 -5.738 0.0 0.0 0.0 0.21